(1)
# C3H8O2S

A 2-piece molecular cluster, C3H8O2S overall (the ωB97M-V functional and the def2-TZVPD basis, the Open Molecules 2025 dataset).

Results
* lowest unoccupied orbital energy: 0.77 eV
* SMILES string: O=CCCS.O
* HOMO energy: -9.202 eV
* relative energy (zero: lowest compared OMol25 entry of this formula, charge and spin): 15.92 kcal per mole
* frontier orbital gap: 9.98 eV

Geometry as ORCA input:
```
! RIJCOSX wB97M-V def2-TZVPD def2/J DEFGRID3
* xyz 0 1
O -1.80 1.39 0.70
C -0.66 1.35 1.09
C 0.43 0.61 0.37
C 0.53 -0.80 0.92
S 1.71 -1.80 -0.03
H -0.37 1.84 2.04
H 1.39 1.11 0.47
H 0.16 0.56 -0.69
H 0.94 -0.80 1.93
H -0.44 -1.28 0.88
H 0.99 -1.82 -1.16
O -1.61 1.15 -2.17
H -2.19 1.04 -2.93
H -2.20 1.27 -1.41
*
```

Partial atomic charges computed with the natural (NBO) method, in multiples of e: number 1, O, carries -0.543; number 2, C, carries 0.465; number 3, C, carries -0.539; number 4, C, carries -0.502; number 5, S, carries -0.031; number 6, H, carries 0.106; number 7, H, carries 0.223; number 8, H, carries 0.256; number 9, H, carries 0.220; number 10, H, carries 0.223; number 11, H, carries 0.122; number 12, O, carries -0.961; number 13, H, carries 0.469; number 14, H, carries 0.491

***

(2)
# CH3Cl2FSi

One molecule with the formula CH3Cl2FSi (the ωB97M-V functional and the def2-TZVPD basis, the Open Molecules 2025 dataset).

Results
* lowest unoccupied orbital energy: 0.44 eV
* SMILES string: C[Si](F)(Cl)Cl
* HOMO energy: -11.167 eV
* relative energy (zero: lowest compared OMol25 entry of this formula, charge and spin): 17.39 kcal per mole
* frontier orbital gap: 11.61 eV

Geometry as ORCA input:
```
! RIJCOSX wB97M-V def2-TZVPD def2/J DEFGRID3
* xyz 0 1
C 0.26 -0.08 0.12
Si 2.06 0.20 0.28
F 2.30 0.34 1.93
Cl 3.18 1.58 -0.64
Cl 3.15 -1.69 -0.32
H -0.03 -0.75 -0.85
H 0.07 -0.70 0.99
H -0.41 0.81 0.14
*
```

Partial atomic charges computed with the natural (NBO) method, in multiples of e: number 1, C, carries -1.207; number 2, Si, carries 1.811; number 3, F, carries -0.646; number 4, Cl, carries -0.336; number 5, Cl, carries -0.448; number 6, H, carries 0.281; number 7, H, carries 0.272; number 8, H, carries 0.273

***

(3)
# C3H3NO

C3H3NO as an isolated structure (the ωB97M-V functional and the def2-TZVPD basis, the Open Molecules 2025 dataset).

Results
* lowest unoccupied orbital energy: 0.52 eV
* HOMO energy: -8.629 eV
* relative energy (zero: lowest compared OMol25 entry of this formula, charge and spin): 31.98 kcal per mole
* frontier orbital gap: 9.15 eV

Geometry as ORCA input:
```
! RIJCOSX wB97M-V def2-TZVPD def2/J DEFGRID3
* xyz 0 1
N 0.06 1.04 -0.19
C 1.05 -0.16 0.00
C -0.94 0.09 -0.03
C -0.15 -1.01 0.10
O 2.23 -0.18 0.02
H 0.04 2.02 0.04
H -2.00 0.28 0.01
H -0.29 -2.07 0.06
*
```

Partial atomic charges computed with the natural (NBO) method, in multiples of e: number 1, N, carries -0.727; number 2, C, carries 0.730; number 3, C, carries 0.126; number 4, C, carries -0.489; number 5, O, carries -0.489; number 6, H, carries 0.400; number 7, H, carries 0.215; number 8, H, carries 0.234

***

(4)
# C6H9O5Sm

C6H9O5Sm as an isolated structure (the ωB97M-V functional and the def2-TZVPD basis, the Open Molecules 2025 dataset).

Results
* lowest unoccupied orbital energy (spin up / spin down): -5.22 / -5.13 eV
* HOMO energy (spin up / spin down): -12.200 / -12.208 eV
* ⟨S²⟩: 12.0073
* frontier orbital gap (spin up / spin down): 6.98 / 7.08 eV

Geometry as ORCA input:
```
! RIJCOSX wB97M-V def2-TZVPD def2/J DEFGRID3
* xyz 1 7
O -0.52 0.72 0.08
C 0.60 0.29 0.73
O 1.20 0.96 1.53
O 0.16 -1.02 1.02
C 0.74 -1.76 2.03
C -0.71 2.13 -0.15
H -0.75 2.60 0.84
H 0.16 2.52 -0.70
C -1.98 2.31 -0.94
H -2.03 1.60 -1.77
H -2.87 2.18 -0.30
H -2.00 3.33 -1.36
C 0.45 -3.04 2.18
H 1.59 -1.26 2.49
H 1.00 -3.62 2.91
H -0.11 -3.59 1.42
O 2.61 -0.76 -3.12
C 1.68 -0.74 -2.35
O 0.54 -1.27 -2.43
Sm -1.53 -1.43 -0.94
H 1.77 -0.13 -1.17
*
```

Partial atomic charges computed with the Mulliken method, in multiples of e: number 1, O, carries -0.162; number 2, C, carries 0.327; number 3, O, carries -0.467; number 4, O, carries -0.112; number 5, C, carries 0.168; number 6, C, carries -0.183; number 7, H, carries 0.308; number 8, H, carries 0.352; number 9, C, carries -1.120; number 10, H, carries 0.212; number 11, H, carries 0.313; number 12, H, carries 0.375; number 13, C, carries -0.744; number 14, H, carries 0.333; number 15, H, carries 0.289; number 16, H, carries 0.062; number 17, O, carries -0.491; number 18, C, carries 0.514; number 19, O, carries -0.594; number 20, Sm, carries 1.625; number 21, H, carries -0.005

***

(5)
# C4H8O2

One molecule with the formula C4H8O2 (the ωB97M-V functional and the def2-TZVPD basis, the Open Molecules 2025 dataset).

Results
* lowest unoccupied orbital energy: 0.65 eV
* SMILES string: CCC(=O)CO
* HOMO energy: -9.455 eV
* relative energy (zero: lowest compared OMol25 entry of this formula, charge and spin): 31.33 kcal per mole
* frontier orbital gap: 10.10 eV

Geometry as ORCA input:
```
! RIJCOSX wB97M-V def2-TZVPD def2/J DEFGRID3
* xyz 0 1
C -1.56 -0.96 0.63
C -0.58 0.22 0.56
C -0.09 0.37 -0.83
O -0.85 0.35 -1.78
C 1.40 0.53 -1.05
O 2.14 0.97 0.07
H -2.53 -0.70 0.19
H -1.71 -1.35 1.65
H -1.17 -1.79 0.04
H 0.21 0.15 1.31
H -0.92 1.28 0.59
H 1.71 -0.47 -1.39
H 1.53 1.24 -1.86
H 2.39 0.20 0.60
*
```

Partial atomic charges computed with the natural (NBO) method, in multiples of e: number 1, C, carries -0.605; number 2, C, carries -0.520; number 3, C, carries 0.572; number 4, O, carries -0.557; number 5, C, carries -0.172; number 6, O, carries -0.706; number 7, H, carries 0.229; number 8, H, carries 0.213; number 9, H, carries 0.209; number 10, H, carries 0.216; number 11, H, carries 0.249; number 12, H, carries 0.193; number 13, H, carries 0.210; number 14, H, carries 0.470

***

(6)
# C5H9N3

A 2-piece molecular cluster, C5H9N3 overall (the ωB97M-V functional and the def2-TZVPD basis, the Open Molecules 2025 dataset).

Results
* lowest unoccupied orbital energy: 0.31 eV
* HOMO energy: -8.910 eV
* relative energy (zero: lowest compared OMol25 entry of this formula, charge and spin): 159.25 kcal per mole
* frontier orbital gap: 9.22 eV

Geometry as ORCA input:
```
! RIJCOSX wB97M-V def2-TZVPD def2/J DEFGRID3
* xyz 0 1
C -0.10 -1.34 1.40
C 0.27 -0.28 0.55
C -0.92 -1.56 -1.16
C 1.37 1.67 0.18
C 0.50 2.83 0.24
H -1.14 -1.07 2.11
H -0.11 -2.53 1.09
H 0.54 -1.21 2.36
H 0.13 0.30 -1.44
H -0.90 -2.50 -0.43
H -1.59 -1.09 -2.87
H 2.38 1.16 -0.84
H -0.42 3.41 1.01
H 0.71 3.76 -0.32
N -0.14 -0.38 -0.81
N -1.58 -1.86 -2.21
N 1.01 0.69 1.14
*
```

Partial atomic charges computed with the natural (NBO) method, in multiples of e: number 1, C, carries -0.708; number 2, C, carries 0.418; number 3, C, carries 0.275; number 4, C, carries -0.042; number 5, C, carries -0.502; number 6, H, carries 0.257; number 7, H, carries 0.244; number 8, H, carries 0.274; number 9, H, carries 0.422; number 10, H, carries 0.188; number 11, H, carries 0.326; number 12, H, carries 0.201; number 13, H, carries 0.242; number 14, H, carries 0.193; number 15, N, carries -0.638; number 16, N, carries -0.636; number 17, N, carries -0.514

***

Table of largest force on an atom (eV Å⁻¹), in record order: 0.54, 3.48, 1.17, 5.68, 1.44, 7.90